ORCA calculation (wB97M-V/def2-TZVPD) on an isolated ion of composition C5H6N and charge +1.

Last columns: bonded neighbours and bond lengths (Å).
Geometry (Å):
1 C -1.26720 0.76838 -1.09276  C2 1.191, C4 1.395
2 C -0.83114 1.86328 -1.26750  C1 1.191, H12 1.074
3 C 0.29443 -0.90246 -0.36386  C4 1.455, C5 1.535, H7 1.152, H8 1.197
4 C -1.03787 -0.58684 -0.85694  C1 1.395, C3 1.455, H9 1.113
5 C 0.57988 -0.09088 0.90718  C3 1.535, N6 1.228, H10 1.069
6 N 0.55838 1.13596 0.95143  C5 1.228, H11 1.003
7 H 0.37829 -2.01810 -0.08841  C3 1.152
8 H 1.08994 -0.61166 -1.20930  C3 1.197
9 H -1.80868 -1.33389 -1.14980  C4 1.113
10 H 0.56533 -0.71508 1.77501  C5 1.069
11 H 0.54058 1.50265 1.88519  N6 1.003
12 H -0.82137 2.90078 -1.54325  C2 1.074

The calculation puts the orbital gap (alpha / beta) at 0.271 / 0.271 Eh. The value obtained for the total energy is -248.4256 a.u. Its net charge is +1.

---

ORCA calculation (wB97M-V/def2-TZVPD) on a 4-piece molecular cluster, C30H41BrCl2N2O2PS2 overall.

Last columns: bonded neighbours and bond lengths (Å).
Geometry (Å):
1 C 5.60386 1.47882 3.30934  C2 1.667, H23 1.185, H24 1.192, H25 1.190
2 C 4.19013 1.86871 2.51756  C1 1.667, N3 1.513, H26 1.187, H27 1.188
3 N 4.34282 3.05495 1.59057  C2 1.513, C4 1.513, C6 1.513
4 C 4.33065 2.66711 0.12842  N3 1.513, C5 1.666, H28 1.170, H29 1.183
5 C 5.20940 3.79781 -0.72318  C4 1.666, H30 1.175, H31 1.179, H32 1.178
6 C 3.38040 4.17676 1.91254  N3 1.513, S7 1.728, S8 1.910
7 S 3.88869 5.42762 2.99042  C6 1.728
8 S 1.59747 4.29260 1.23639  C6 1.910, C9 1.873
9 C 0.53827 4.04417 2.76095  S8 1.873, C10 1.639, H33 1.193, H34 1.179
10 C -1.06726 3.87766 2.47589  C9 1.639, C11 1.639, H35 1.194, H36 1.189
11 C -1.49011 2.54657 1.61891  C10 1.639, C12 1.673, H37 1.188, H38 1.194
12 C -1.04364 1.11221 2.35500  C11 1.673, Cl13 1.891, C14 1.639, O22 1.470
13 Cl -0.94085 1.29924 4.23382  C12 1.891
14 C 0.38272 0.68826 1.66803  C12 1.639, N15 1.512, H39 1.189, H40 1.171
15 N 0.88680 -0.66109 2.12812  C14 1.512, C16 1.512, H41 1.043, H42 1.065
16 C -0.25180 -1.58913 2.48517  N15 1.512, Br17 2.033, C18 1.637, H43 1.194
17 Br 0.22197 -3.51345 2.03022  C16 2.033
18 C -1.70791 -1.18932 1.85173  C16 1.637, P19 1.913, O22 1.469, H44 1.194
19 P -1.89110 -1.50339 -0.02609  C18 1.913, O20 1.741, Cl21 2.146
20 O -0.36450 -1.76080 -0.82240  P19 1.741, H45 1.022
21 Cl -2.97061 -3.35287 -0.17177  P19 2.146
22 O -2.15737 0.18396 2.11530  C12 1.470, C18 1.469
23 H 6.48799 2.22295 3.04807  C1 1.185
24 H 5.92826 0.35833 3.06411  C1 1.192
25 H 5.44065 1.52309 4.48760  C1 1.190
26 H 3.38195 2.08417 3.35956  C2 1.187
27 H 3.85648 0.90412 1.90881  C2 1.188
28 H 3.26800 2.52895 -0.34198  C4 1.170
29 H 4.88396 1.62624 0.02342  C4 1.183
30 H 4.49490 4.41907 -1.41979  C5 1.175
31 H 5.71884 4.47701 0.09476  C5 1.179
32 H 5.97516 3.24482 -1.42730  C5 1.178
33 H 0.68360 5.01752 3.43484  C9 1.193
34 H 1.02352 3.16451 3.37860  C9 1.179
35 H -1.41318 4.83717 1.85550  C10 1.194
36 H -1.69374 3.93207 3.48450  C10 1.189
37 H -2.66902 2.50086 1.48281  C11 1.188
38 H -1.05899 2.58553 0.50659  C11 1.194
39 H 0.19269 0.60256 0.49717  C14 1.189
40 H 1.22326 1.47724 1.87161  C14 1.171
41 H 1.55925 -1.02928 1.42022  N15 1.043
42 H 1.45801 -0.48155 3.00827  N15 1.065
43 H -0.33740 -1.57719 3.67591  C16 1.194
44 H -2.50558 -1.90301 2.38167  C18 1.194
45 H -0.56289 -2.49959 -1.50020  O20 1.022
46 C -5.14147 -1.05964 -3.16535  C47 1.395, C51 1.395, H52 1.087
47 C -4.95032 -2.43077 -2.99735  C46 1.395, C48 1.395, H53 1.087
48 C -5.38338 -3.32152 -3.97911  C47 1.395, C49 1.395, H54 1.087
49 C -5.99935 -2.83983 -5.13456  C48 1.395, C50 1.395, H55 1.087
50 C -6.18710 -1.46839 -5.30421  C49 1.395, C51 1.395, H56 1.087
51 C -5.76238 -0.57829 -4.31817  C46 1.395, C50 1.395, H57 1.086
52 H -4.80690 -0.36598 -2.39844  C46 1.087
53 H -4.46414 -2.80555 -2.10010  C47 1.087
54 H -5.24033 -4.39027 -3.84485  C48 1.087
55 H -6.33250 -3.53351 -5.90198  C49 1.087
56 H -6.66568 -1.09308 -6.20546  C50 1.087
57 H -5.91378 0.48968 -4.44818  C51 1.086
58 C -3.76346 4.25562 -3.39757  C59 1.395, C63 1.395, H64 1.087
59 C -4.29288 4.33978 -2.11017  C58 1.395, C60 1.395, H65 1.087
60 C -4.09948 3.29570 -1.20612  C59 1.395, C61 1.395, H66 1.087
61 C -3.36747 2.17065 -1.58680  C60 1.395, C62 1.395, H67 1.087
62 C -2.83486 2.08820 -2.87304  C61 1.395, C63 1.395, H68 1.087
63 C -3.03619 3.12824 -3.78008  C58 1.395, C62 1.395, H69 1.086
64 H -3.91730 5.06802 -4.10296  C58 1.087
65 H -4.85741 5.21952 -1.81141  C59 1.087
66 H -4.51783 3.35864 -0.20525  C60 1.087
67 H -3.21248 1.35905 -0.88082  C61 1.087
68 H -2.26304 1.21208 -3.16900  C62 1.087
69 H -2.62581 3.06122 -4.78382  C63 1.086
70 C 4.90550 -6.94668 0.87696  C71 1.395, C75 1.395, H76 1.087
71 C 4.00818 -5.98904 1.34867  C70 1.395, C72 1.395, H77 1.087
72 C 2.73880 -5.88224 0.78115  C71 1.395, C73 1.395, H78 1.087
73 C 2.36293 -6.74060 -0.25251  C72 1.395, C74 1.395, H79 1.087
74 C 3.25899 -7.70074 -0.72164  C73 1.395, C75 1.395, H80 1.087
75 C 4.53170 -7.80135 -0.16036  C70 1.395, C74 1.395, H81 1.086
76 H 5.89592 -7.02735 1.31720  C70 1.087
77 H 4.29871 -5.32479 2.15877  C71 1.087
78 H 2.04225 -5.13152 1.14439  C72 1.087
79 H 1.37200 -6.66077 -0.69159  C73 1.087
80 H 2.96533 -8.37066 -1.52608  C74 1.087
81 H 5.23146 -8.54581 -0.52983  C75 1.086

The calculation puts the orbital gap at 0.271 Eh. The value obtained for the total energy is -6059.3742 a.u. Its net charge is +1.

---

ORCA calculation (wB97M-V/def2-TZVPD) on a 2-piece molecular cluster, C10H11NO6 overall.

Last columns: bonded neighbours and bond lengths (Å).
Geometry (Å):
1 C -1.48542 -0.39947 -2.88025  C2 1.500, H14 1.093, H15 1.087, H16 1.090
2 C -1.33743 -0.82242 -1.44831  C1 1.500, O3 1.206, O4 1.345
3 O -0.61318 -1.70302 -1.05647  C2 1.206
4 O -2.12460 -0.10135 -0.63016  C2 1.345, C5 1.438
5 C -2.14654 -0.48612 0.75521  O4 1.438, C6 1.501, H17 1.090, H18 1.087
6 C -0.96742 0.11814 1.46054  C5 1.501, C7 1.331, C12 1.497
7 C 0.15414 -0.55980 1.69389  C6 1.331, C8 1.485, H19 1.085
8 C 1.36149 0.09594 2.25629  C7 1.485, O9 1.214, C10 1.486
9 O 2.41560 -0.50233 2.32204  C8 1.214
10 C 1.25040 1.52216 2.65766  C8 1.486, C11 1.328, H20 1.084
11 C 0.11819 2.19274 2.47780  C10 1.328, C12 1.486, H21 1.084
12 C -1.07049 1.55907 1.85140  C6 1.497, C11 1.486, O13 1.208
13 O -2.08484 2.18710 1.65894  C12 1.208
14 H -2.08826 -1.15454 -3.39021  C1 1.093
15 H -1.97133 0.56911 -2.96535  C1 1.087
16 H -0.49903 -0.37441 -3.34392  C1 1.090
17 H -2.13768 -1.57175 0.85252  C5 1.090
18 H -3.07956 -0.08106 1.13983  C5 1.087
19 H 0.25194 -1.60190 1.40921  C7 1.085
20 H 2.13723 1.96674 3.09419  C10 1.084
21 H 0.00954 3.23161 2.76774  C11 1.084
22 C 2.16194 -1.08604 -1.14028  N23 1.487, H26 1.079, H27 1.086, H28 1.086
23 N 1.77092 0.05619 -2.00756  C22 1.487, O24 1.217, O25 1.213
24 O 1.20557 0.99651 -1.48075  N23 1.217
25 O 2.02564 -0.02931 -3.19054  N23 1.213
26 H 1.86720 -0.84476 -0.13077  C22 1.079
27 H 1.63865 -1.96155 -1.51240  C22 1.086
28 H 3.23733 -1.21546 -1.22027  C22 1.086

The calculation puts the orbital gap at 0.321 Eh. The value obtained for the total energy is -893.7468 a.u. The SMILES is CC(=O)OCC1=CC(=O)C=CC1=O.C[N+](=O)[O-].

---

ORCA calculation (wB97M-V/def2-TZVPD) on one molecule with the formula C10H8BrPS.

Last columns: bonded neighbours and bond lengths (Å).
Geometry (Å):
1 C 1.94030 -1.87940 -2.46355  C2 1.370, C3 1.404, H14 1.097
2 C 1.57296 -0.90397 -1.57458  C1 1.370, C4 1.399, H15 1.083
3 C 0.87056 -2.74254 -2.74733  C1 1.404, S12 1.692, H16 1.066
4 C 0.25744 -0.95470 -1.10078  C2 1.399, C7 1.333, S12 1.803
5 C -1.05203 1.41645 1.57456  C6 1.323, C8 1.504, H17 1.026
6 C -0.94041 1.09011 2.85198  C5 1.323, C9 1.450, H18 1.076
7 C -0.31229 -0.19174 -0.16850  C4 1.333, C8 1.277
8 C -0.64746 0.98648 0.19077  C5 1.504, C7 1.277, C10 1.485
9 C -0.52558 -0.18656 3.39994  C6 1.450, P11 1.644, Br13 2.032
10 C -0.72365 2.14873 -0.73107  C8 1.485, H19 1.033, H20 1.023, H21 1.037
11 P -0.12495 -1.60843 2.67852  C9 1.644
12 S -0.56275 -2.31380 -1.95663  C3 1.692, C4 1.803
13 Br -0.89564 -0.20217 5.39767  C9 2.032
14 H 2.82816 -1.92458 -3.10664  C1 1.097
15 H 2.34481 -0.25162 -1.18573  C2 1.083
16 H 0.91952 -3.72831 -3.14959  C3 1.066
17 H -1.40819 2.37261 1.47138  C5 1.026
18 H -1.33000 1.78868 3.57205  C6 1.076
19 H 0.04205 2.83555 -0.64016  C10 1.033
20 H -1.66248 2.54658 -0.65419  C10 1.023
21 H -0.59037 1.70261 -1.65812  C10 1.037

The calculation puts the orbital gap (alpha / beta) at 0.268 / 0.225 Eh. The value obtained for the total energy is -3699.2020 a.u.

---

ORCA calculation (wB97M-V/def2-TZVPD) on a 2-piece molecular cluster, C3H6Cl2Si overall.

Last columns: bonded neighbours and bond lengths (Å).
Geometry (Å):
1 C 2.05027 2.42773 1.05840  C2 1.192, H8 1.052
2 C 2.52786 1.84738 0.13266  C1 1.192, H9 1.033
3 C -0.89389 -0.50473 0.49277  Si4 1.887, H10 1.094, H11 1.079, H12 1.162
4 Si -1.25529 -1.65880 -0.95562  C3 1.887, Cl5 2.066, Cl6 2.063, H7 1.508
5 Cl -3.30013 -1.45792 -1.17358  Si4 2.066
6 Cl -0.39547 -1.16281 -2.76357  Si4 2.063
7 H -1.01703 -3.03890 -0.39741  Si4 1.508
8 H 1.27683 2.78188 1.67721  C1 1.052
9 H 3.26188 1.60703 -0.55297  C2 1.033
10 H -0.84864 -1.14658 1.37769  C3 1.094
11 H 0.12305 -0.16233 0.60293  C3 1.079
12 H -1.52945 0.46806 0.50149  C3 1.162

The calculation puts the orbital gap at 0.428 Eh. The value obtained for the total energy is -1327.7859 a.u. The SMILES is C[SiH](Cl)Cl.C#C.

---

| no. | strongest force on any atom (eV/A) |
| --- | --- |
| 1 | 4.4 |
| 2 | 4.1 |
| 3 | 0.3 |
| 4 | 3.9 |
| 5 | 2.2 |